No. 1
Formula: C5H11NO2
Source: OMol25
Level of theory: ωB97M-V with the def2-TZVPD basis set

Calculated values
Kohn-Sham gap: 10.37 eV
spin multiplicity: 1
ΔE to the lowest compared entry with this formula, charge and spin: 181.22 kJ/mol
E_HOMO: -9.610 eV

Geometry as XYZ:
```
19
Properties=species:S:1:pos:R:3:mulliken_charge:R:1
C -1.3809 0.9297 -1.6362 -1.24
C -1.2787 -0.1000 -0.6711 -0.40
C -0.4222 0.1434 0.5275 0.09
C -0.7399 -1.0203 1.5259 -1.29
N 1.0099 -0.2884 0.0245 -0.16
C 2.1715 0.3359 0.4550 0.57
O 2.2956 1.4887 0.9120 -0.65
O 3.3727 -0.2620 0.2293 -0.56
H -1.2561 2.0203 -1.3387 0.28
H -2.3829 0.8467 -2.2069 0.33
H -0.6806 0.7795 -2.4856 0.30
H -2.2711 -0.1725 -0.1693 0.28
H -1.1317 -1.1927 -1.0668 0.31
H -0.2922 1.0755 1.0557 0.48
H -1.7014 -0.9358 2.0890 0.35
H 0.0410 -1.1185 2.2242 0.44
H -0.6611 -2.0371 0.9484 0.25
H 1.1066 -0.9234 -0.6706 0.23
H 4.2016 0.4309 0.2539 0.39
```



No. 2
Formula: C5H11NO2
Source: OMol25
Level of theory: ωB97M-V with the def2-TZVPD basis set

Calculated values
Kohn-Sham gap: 10.13 eV
spin multiplicity: 1
ΔE to the lowest compared entry with this formula, charge and spin: 190.22 kJ/mol
E_HOMO: -9.388 eV

Geometry as XYZ:
```
19
Properties=species:S:1:pos:R:3:mulliken_charge:R:1
C 1.1030 -1.0524 0.6596 -1.26
C 0.4729 0.2954 0.5924 0.30
C 1.6457 1.3846 0.2554 -1.34
C -0.6145 0.3163 -0.5489 -0.03
N -0.3933 -0.3245 -1.8819 -0.58
C -1.8715 -0.4145 -0.0745 0.32
O -2.4522 -1.4511 -0.3833 -0.56
O -2.5056 0.3290 0.9540 -0.50
H 2.2423 -0.9828 0.8670 0.34
H 0.7424 -1.6651 1.5587 0.26
H 1.0360 -1.6087 -0.2261 0.30
H -0.1207 0.5234 1.4501 0.53
H 2.6159 0.9497 0.5976 0.32
H 1.5434 1.2942 -0.8103 0.39
H 1.4812 2.3602 0.5612 0.36
H -0.7666 1.4390 -0.6181 0.37
H -0.4807 -1.2972 -1.9216 0.23
H -0.8368 0.1341 -2.7372 0.22
H -2.8410 -0.2295 1.7060 0.33
```



No. 3
Formula: C5H11NO2
Source: OMol25
Level of theory: ωB97M-V with the def2-TZVPD basis set

Calculated values
Kohn-Sham gap: 10.24 eV
spin multiplicity: 1
ΔE to the lowest compared entry with this formula, charge and spin: 490.89 kJ/mol
E_HOMO: -9.332 eV

Geometry as XYZ:
```
19
Properties=species:S:1:pos:R:3:mulliken_charge:R:1
N -0.2978 -0.8358 -2.6851 -0.57
C 0.4124 0.3943 -2.3548 -0.55
C 0.2272 0.6209 -0.8494 0.03
O -0.9712 0.0691 -0.3539 -0.62
C 0.2132 -0.5877 -0.0639 0.22
C 0.9694 -0.2026 1.2825 -0.98
C 0.2840 -0.1460 2.5854 -0.24
O -0.9293 0.6446 2.5570 -0.53
H -1.2768 -0.6474 -2.4198 0.21
H -0.0564 -0.9940 -3.6798 0.24
H 1.6031 0.3746 -2.6336 0.26
H -0.1015 1.2536 -2.9989 0.27
H 0.5505 1.6692 -0.3512 0.33
H 0.3851 -1.5604 -0.7292 0.46
H 1.9225 -0.8166 1.2695 0.36
H 1.5401 0.8611 1.2536 0.29
H 0.2223 -1.2982 2.8537 0.21
H 1.1716 0.2702 3.4085 0.23
H -1.3093 0.5557 1.5997 0.40
```



No. 4
Formula: C5H11NO2
Source: OMol25
Level of theory: ωB97M-V with the def2-TZVPD basis set

Calculated values
Kohn-Sham gap: 9.45 eV
spin multiplicity: 1
ΔE to the lowest compared entry with this formula, charge and spin: 253.59 kJ/mol
E_HOMO: -8.432 eV

Geometry as XYZ:
```
19
Properties=species:S:1:pos:R:3:mulliken_charge:R:1
C -1.7009 -0.4767 -0.9228 -0.96
N -0.2950 -0.1099 -0.8275 0.06
C 0.4761 -0.1733 -2.0878 -1.01
C 0.0091 0.9655 0.0927 -0.02
O 1.4041 1.0245 0.5056 -0.45
C 1.5076 0.0467 1.5244 -0.52
C 0.1208 -0.0668 2.1840 -0.36
O -0.7316 0.7475 1.3320 -0.42
H -1.8393 -1.0570 -1.8894 0.35
H -2.2830 0.4525 -0.9459 0.33
H -2.0468 -1.0416 -0.0431 0.21
H 1.4664 0.1258 -1.9773 0.38
H 0.0520 0.4670 -2.8734 0.35
H 0.3530 -1.2366 -2.5415 0.26
H -0.3363 1.8504 -0.3191 0.55
H 2.1491 0.2593 2.2808 0.44
H 1.6953 -0.9471 1.1126 0.26
H -0.1111 -1.1787 2.2328 0.19
H 0.1104 0.3486 3.1629 0.35
```



No. 5
Formula: C5H11NO2
Source: OMol25
Level of theory: ωB97M-V with the def2-TZVPD basis set

Calculated values
Kohn-Sham gap: 9.73 eV
spin multiplicity: 1
ΔE to the lowest compared entry with this formula, charge and spin: 244.84 kJ/mol
E_HOMO: -8.965 eV

Geometry as XYZ:
```
19
Properties=species:S:1:pos:R:3:mulliken_charge:R:1
C -1.0296 -0.7153 2.0905 -1.10
N -0.4327 0.1081 1.0392 0.12
C 0.9065 0.6746 1.1958 -0.85
C -0.9899 -0.0069 -0.2134 0.63
O -2.0607 -0.4630 -0.2632 -0.58
C -0.4311 0.6034 -1.4860 -0.68
C 0.9280 -0.0052 -2.0777 -0.49
O 1.2564 -1.1152 -1.3830 -0.54
H -0.8873 -0.1334 3.0760 0.42
H -2.1906 -0.5410 2.0620 0.30
H -0.6055 -1.6780 2.2061 0.36
H 1.0401 1.7822 1.5084 0.20
H 1.4483 0.7013 0.3439 0.30
H 1.3177 0.0045 2.0039 0.34
H -1.2322 0.4895 -2.2572 0.28
H -0.3395 1.7079 -1.3564 0.31
H 0.8475 -0.1268 -3.1232 0.36
H 1.7143 0.6701 -1.7737 0.30
H 0.7406 -1.9568 -1.5918 0.33
```



No. 6
Formula: C5H11NO2
Source: OMol25
Level of theory: ωB97M-V with the def2-TZVPD basis set

Calculated values
Kohn-Sham gap: 10.25 eV
spin multiplicity: 1
ΔE to the lowest compared entry with this formula, charge and spin: 252.90 kJ/mol
E_HOMO: -9.438 eV

Geometry as XYZ:
```
19
Properties=species:S:1:pos:R:3:mulliken_charge:R:1
C 0.6843 1.5671 -1.4253 -1.08
C 0.6316 1.2386 0.0628 -0.44
N -0.6117 0.6341 0.5720 -0.09
O -1.6590 1.6186 0.3317 -0.48
C -1.0496 -0.5701 -0.1584 -0.70
C -0.0082 -1.6782 -0.1003 0.73
C 0.5040 -2.1142 1.2487 -1.10
O 0.3531 -2.2700 -1.1219 -0.58
H 0.6458 0.6636 -2.0409 0.28
H 1.6255 2.0779 -1.6551 0.39
H -0.1344 2.2288 -1.7232 0.29
H 1.4748 0.5827 0.3095 0.25
H 0.8125 2.1607 0.6297 0.40
H -1.9333 1.8441 1.2412 0.34
H -1.9640 -0.9644 0.3006 0.48
H -1.2794 -0.3511 -1.2076 0.34
H 0.0522 -3.0726 1.5141 0.37
H 1.5922 -2.2118 1.1984 0.29
H 0.2637 -1.3838 2.0240 0.32
```